1.
Entry from OMol25: C35H17CoF6N10O4S2 as an isolated structure (wB97M-V/def2-TZVPD).

Values from the calculation:
* electronic energy: -4970.9754 Ha
* lowest unoccupied orbital energy (alpha / beta): 1.759 / 0.346 eV
* maximum force: 0.0372 Eh/bohr
* M: 878.64 g mol⁻¹
* frontier orbital gap (alpha / beta): 5.2 / 5.9 eV
* total charge: -1
* highest occupied orbital energy (alpha / beta): -3.5 / -5.6 eV
* spin multiplicity: 4

Element x y z (Å)
Co 0.122 0.370 0.567
C 3.668 -1.033 5.852
C 2.592 -1.882 6.126
C 1.518 -1.974 5.265
C 1.529 -1.180 4.126
C 0.556 -0.965 3.096
N -0.626 -1.562 3.105
C -1.583 -1.176 2.309
C -2.968 -1.497 2.569
C -3.562 -2.380 3.454
C -4.939 -2.339 3.573
C -5.699 -1.425 2.845
C -5.106 -0.528 1.971
C -3.730 -0.576 1.834
C -2.782 0.243 1.105
N -3.144 1.335 0.477
C -2.274 2.050 -0.214
N -0.958 1.711 -0.448
C -0.518 2.492 -1.441
N 0.726 2.367 -2.018
C 1.887 1.781 -1.308
N 1.740 1.158 -0.046
C 2.818 1.480 0.697
N 3.117 1.087 1.919
C 2.278 0.329 2.600
N 1.007 -0.008 2.234
C 2.614 -0.325 3.839
C 3.699 -0.260 4.707
C 3.693 2.386 -0.029
C 4.868 3.036 0.316
C 5.391 3.939 -0.593
C 4.768 4.184 -1.814
C 3.618 3.505 -2.184
C 3.096 2.609 -1.275
C -1.457 3.484 -1.786
C -1.399 4.597 -2.624
C -2.468 5.460 -2.607
C -3.593 5.213 -1.806
C -3.678 4.094 -1.004
C -2.595 3.223 -0.973
N -1.513 -0.193 1.350
H 4.489 -0.985 6.556
H 2.591 -2.470 7.034
H 0.688 -2.635 5.452
H -2.952 -3.057 4.031
H -5.430 -3.013 4.261
H -6.771 -1.414 2.974
H -5.683 0.203 1.429
H 4.531 0.394 4.495
H 5.340 2.840 1.266
H 6.298 4.475 -0.350
H 5.188 4.915 -2.488
H 3.139 3.672 -3.137
H -0.524 4.773 -3.231
H -2.449 6.358 -3.207
H -4.404 5.927 -1.814
H -4.542 3.912 -0.383
F -2.132 -3.404 -3.404
C -1.408 -2.291 -3.263
F -0.198 -2.542 -3.770
F -1.971 -1.349 -4.023
S -1.330 -1.724 -1.457
O -0.362 -0.660 -1.503
O -2.687 -1.403 -1.182
N -0.838 -3.032 -0.738
S 0.562 -3.046 -0.032
O 1.070 -1.765 0.366
O 0.683 -4.126 0.886
C 1.739 -3.536 -1.434
F 1.970 -2.510 -2.258
F 2.928 -3.947 -0.985
F 1.223 -4.531 -2.163
N 1.241 0.582 -3.601
C 1.278 1.267 -2.575
H 1.912 -0.173 -3.682

2.
Entry from OMol25: C35H22Br2Cl3HoN6O2S2 as an isolated structure (wB97M-V/def2-TZVPD).

Values from the calculation:
* electronic energy: -10099.2954 Ha
* lowest unoccupied orbital energy (alpha / beta): -0.947 / -0.944 eV
* maximum force: 0.0444 Eh/bohr
* M: 1053.83 g mol⁻¹
* frontier orbital gap (alpha / beta): 6.4 / 6.4 eV
* highest occupied orbital energy (alpha / beta): -7.3 / -7.3 eV
* spin multiplicity: 5

Element x y z (Å)
Ho 0.102 -0.391 0.034
C 1.602 -0.546 4.685
C 2.302 0.613 4.864
C 2.413 1.506 3.796
C 1.821 1.187 2.608
N 1.206 0.011 2.391
C 1.040 -0.812 3.442
C 1.936 2.126 1.447
C 2.166 3.504 1.610
C 2.291 4.289 0.490
C 2.234 3.679 -0.738
C 2.032 2.332 -0.855
N 1.807 1.556 0.227
C 2.080 1.649 -2.168
C 2.713 2.203 -3.255
C 2.882 1.443 -4.403
C 2.336 0.159 -4.413
C 1.652 -0.265 -3.283
N 1.532 0.436 -2.175
H 1.474 -1.309 5.470
H 2.748 0.874 5.808
H 2.923 2.451 3.899
H 0.430 -1.686 3.278
H 2.188 3.971 2.578
H 2.450 5.383 0.541
H 2.339 4.275 -1.624
H 3.128 3.224 -3.251
H 3.432 1.809 -5.252
H 2.423 -0.488 -5.286
H 1.106 -1.252 -3.334
Cl -3.098 -0.114 6.854
C -2.808 0.255 5.174
C -3.353 -0.492 4.130
C -3.040 -0.257 2.819
Cl -0.964 -2.490 1.363
C -2.046 0.666 2.462
O -1.478 0.752 1.301
C -1.678 1.530 3.507
Cl -0.790 3.023 3.121
C -1.996 1.317 4.817
H -4.062 -1.252 4.386
H -1.673 2.027 5.595
C -2.906 -1.019 -1.894
C -1.881 -2.096 -2.159
C -2.240 -3.193 -2.978
C -1.356 -4.209 -3.250
C -0.067 -4.196 -2.637
C 0.891 -5.225 -2.712
Br 0.625 -6.824 -3.797
C 1.980 -5.194 -1.941
C 2.286 -4.116 -1.170
Br 3.837 -4.314 -0.095
C 1.464 -2.982 -1.100
O 1.724 -1.921 -0.411
C 0.237 -3.062 -1.863
N -0.658 -2.038 -1.683
H -3.806 -1.563 -1.667
H -3.096 -0.505 -2.848
H -2.692 -0.349 -1.024
H -3.210 -3.234 -3.439
H -1.642 -5.066 -3.831
H 2.676 -6.010 -1.939
S -1.808 3.195 -3.102
C -1.605 3.744 -1.504
C -1.219 2.708 -0.722
N -1.068 1.489 -1.368
C -1.288 1.650 -2.653
H -1.842 4.730 -1.246
H -1.092 2.715 0.347
H -1.189 0.883 -3.413
S -3.882 -1.231 1.597
C -5.093 -0.166 1.173
N -5.881 0.506 0.667

3.
Entry from OMol25: C35H24Br2Cl2FeN5O4 as an isolated structure (wB97M-V/def2-TZVPD).

Values from the calculation:
* electronic energy: -9255.1717 Ha
* lowest unoccupied orbital energy (alpha / beta): -0.080 / -0.427 eV
* maximum force: 0.0241 Eh/bohr
* M: 865.17 g mol⁻¹
* frontier orbital gap (alpha / beta): 7.7 / 7.3 eV
* highest occupied orbital energy (alpha / beta): -7.7 / -7.8 eV
* spin multiplicity: 2

Element x y z (Å)
Fe 0.090 1.746 -0.142
O 1.532 5.407 0.158
C 1.278 4.237 -0.056
N 0.108 3.590 0.082
C -0.841 4.071 1.083
C -0.794 3.039 2.193
C -1.362 3.214 3.443
C -1.227 2.216 4.387
C -0.537 1.059 4.064
C -0.022 0.932 2.791
N -0.135 1.904 1.883
C 2.395 3.260 -0.415
C 3.614 3.657 -0.908
C 4.582 2.687 -1.119
C 4.300 1.379 -0.793
C 3.044 1.065 -0.291
N 2.102 1.990 -0.123
H -0.560 5.059 1.442
H -1.857 4.117 0.693
H -1.893 4.131 3.665
H -1.655 2.338 5.376
H -0.405 0.259 4.779
H 0.499 0.036 2.471
H 3.776 4.709 -1.101
H 5.557 2.956 -1.506
H 5.034 0.595 -0.925
H 2.796 0.062 0.016
Br -4.878 1.335 -0.366
C -3.576 1.320 -1.733
C -3.986 1.149 -3.076
C -3.090 1.157 -4.087
Br -3.701 0.898 -5.868
C -1.726 1.367 -3.817
C -0.692 1.413 -4.780
C 0.579 1.640 -4.395
C 0.873 1.839 -3.027
N -0.039 1.817 -2.118
C -1.337 1.559 -2.474
C -2.268 1.515 -1.384
O -1.830 1.698 -0.167
H -5.035 1.015 -3.301
H -0.926 1.263 -5.826
H 1.382 1.662 -5.122
H 1.889 2.021 -2.692
Cl 0.221 -3.332 3.554
C -1.278 -3.254 2.667
C -2.322 -2.538 3.227
C -3.558 -2.498 2.611
C -3.745 -3.193 1.431
C -2.692 -3.895 0.880
Cl -2.964 -4.730 -0.628
C -1.413 -3.943 1.462
N -0.393 -4.698 0.882
C 0.971 -4.255 0.691
C 1.964 -4.987 1.328
C 3.302 -4.693 1.133
C 3.655 -3.666 0.266
C 2.668 -2.947 -0.390
C 1.311 -3.212 -0.181
C 0.268 -2.429 -0.961
C 0.615 -0.955 -1.074
O 1.354 -0.588 -1.986
O 0.053 -0.180 -0.189
H -2.159 -2.025 4.164
H -4.367 -1.929 3.046
H -4.701 -3.186 0.924
H -0.722 -5.239 0.101
H 1.661 -5.791 1.989
H 4.064 -5.266 1.647
H 4.701 -3.438 0.088
H 2.937 -2.175 -1.104
H -0.711 -2.528 -0.511
H 0.223 -2.810 -1.982

4.
Entry from OMol25: C35H25BaBrF5N6O3Te as an isolated structure (wB97M-V/def2-TZVPD).

Values from the calculation:
* electronic energy: -5270.0951 Ha
* lowest unoccupied orbital energy: 1.265 eV
* maximum force: 0.0101 Eh/bohr
* M: 1017.45 g mol⁻¹
* frontier orbital gap: 6.1 eV
* total charge: -1
* highest occupied orbital energy: -4.8 eV

Element x y z (Å)
Ba -0.427 -0.373 -1.605
N 0.731 4.356 -0.285
C 0.582 3.124 -0.802
N 0.243 2.066 -0.148
C 0.011 2.176 1.233
N -0.446 1.222 1.961
N -0.733 0.054 1.265
C -1.312 -0.824 1.982
C -1.682 -2.144 1.442
C -2.302 -3.059 2.277
C -2.511 -4.350 1.817
C -2.135 -4.667 0.525
C -1.578 -3.666 -0.260
N -1.346 -2.433 0.180
C 0.256 3.476 1.879
C 0.125 3.665 3.255
C 0.311 4.914 3.810
C 0.627 6.002 2.998
C 0.767 5.837 1.635
C 0.585 4.572 1.085
H 0.909 5.130 -0.902
H 0.740 3.053 -1.874
H -1.499 -0.646 3.040
H -2.554 -2.775 3.291
H -2.914 -5.115 2.467
H -2.211 -5.677 0.152
H -1.262 -3.882 -1.276
H -0.136 2.810 3.863
H 0.203 5.051 4.878
H 0.764 6.982 3.434
H 1.010 6.675 0.993
Br 0.034 -6.951 1.630
C 1.668 -3.457 -0.546
C 1.766 -4.829 -0.735
C 1.740 -5.305 -2.037
C 1.620 -4.410 -3.087
C 1.474 -3.060 -2.800
N 1.490 -2.590 -1.547
C 1.282 -2.048 -3.954
O 1.350 -2.488 -5.094
O 1.043 -0.848 -3.594
H 1.805 -5.505 0.113
H 1.805 -6.371 -2.218
H 1.616 -4.713 -4.124
F -3.064 4.835 1.782
C -3.002 3.855 0.863
C -2.554 4.111 -0.419
F -2.138 5.353 -0.745
C -2.475 3.096 -1.355
F -1.854 3.368 -2.527
C -2.816 1.757 -1.083
O -2.615 0.789 -1.906
C -3.276 1.551 0.243
F -3.581 0.297 0.622
C -3.362 2.556 1.183
F -3.772 2.277 2.428
C 6.832 -6.296 3.121
C 5.680 -5.413 2.725
C 5.763 -4.578 1.622
C 4.695 -3.776 1.227
C 4.861 -2.907 0.010
C 3.507 -3.829 1.964
Te 1.835 -2.660 1.403
C 3.396 -4.663 3.087
C 2.132 -4.776 3.894
C 4.494 -5.435 3.447
H 7.750 -5.999 2.612
H 6.628 -7.337 2.863
H 7.009 -6.255 4.197
H 6.684 -4.541 1.049
H 5.918 -2.781 -0.226
H 4.414 -1.923 0.157
H 4.374 -3.350 -0.861
H 1.812 -3.807 4.287
H 2.286 -5.450 4.736
H 1.319 -5.175 3.281
H 4.408 -6.088 4.309

5.
Entry from OMol25: C35H25F2N4ReSSe3Te as an isolated structure (wB97M-V/def2-TZVPD).

Values from the calculation:
* electronic energy: -9716.3550 Ha
* lowest unoccupied orbital energy (alpha / beta): 2.218 / 1.757 eV
* maximum force: 0.0139 Eh/bohr
* M: 1122.36 g mol⁻¹
* frontier orbital gap (alpha / beta): 5.4 / 5.5 eV
* total charge: -1
* highest occupied orbital energy (alpha / beta): -3.2 / -3.7 eV
* spin multiplicity: 4

Element x y z (Å)
Re 0.024 -0.507 -0.028
C 0.423 0.597 5.584
N 0.844 1.718 4.762
C 1.147 2.976 5.246
C 1.469 3.733 4.200
N 1.374 2.935 3.053
C 0.957 1.666 3.398
S 0.577 0.203 2.638
C 1.664 3.457 1.752
C 2.237 4.719 1.580
C 2.399 5.175 0.284
C 1.989 4.383 -0.781
C 1.468 3.136 -0.486
N 1.344 2.681 0.757
H 0.456 0.915 6.625
H 1.081 -0.255 5.427
H -0.586 0.288 5.316
H 1.084 3.224 6.293
H 1.716 4.776 4.177
H 2.554 5.340 2.404
H 2.836 6.151 0.110
H 2.071 4.723 -1.806
H 1.115 2.467 -1.265
Se -2.276 -1.282 0.494
Se -2.510 -3.451 -0.319
Te -0.440 -4.624 0.548
Se 1.194 -2.741 0.309
F -2.309 -0.897 -4.940
C -1.186 -0.684 -4.224
C -1.244 -0.706 -2.853
C -0.084 -0.488 -2.112
C 1.134 -0.275 -2.789
C 1.116 -0.232 -4.180
F 2.249 0.036 -4.881
C -0.021 -0.431 -4.925
C 2.329 -0.128 -1.955
C 3.642 -0.117 -2.426
C 4.694 -0.012 -1.540
C 4.416 0.082 -0.186
C 3.099 0.056 0.223
N 2.059 -0.049 -0.627
H -2.186 -0.896 -2.358
H 0.003 -0.396 -6.006
H 3.831 -0.212 -3.481
H 5.716 -0.019 -1.901
H 5.200 0.155 0.555
H 2.849 0.109 1.269
C -0.857 1.323 0.056
C -1.320 2.418 0.415
C -1.520 3.755 0.717
C -1.236 4.719 -0.376
C -0.541 5.917 -0.158
C -0.197 6.755 -1.212
C -0.535 6.423 -2.518
C -1.213 5.230 -2.754
C -1.548 4.389 -1.703
C -1.877 4.151 2.072
C -1.940 3.178 3.090
C -2.272 3.515 4.391
C -2.574 4.831 4.737
C -2.568 5.798 3.736
C -2.236 5.468 2.430
H -0.231 6.174 0.847
H 0.352 7.670 -1.012
H -0.270 7.079 -3.340
H -1.479 4.950 -3.768
H -2.058 3.452 -1.893
H -1.736 2.143 2.827
H -2.316 2.739 5.150
H -2.842 5.089 5.754
H -2.840 6.821 3.974
H -2.285 6.232 1.667

6.
Entry from OMol25: C35H26BrF5N2O4OsS2 as an isolated structure (wB97M-V/def2-TZVPD).

Values from the calculation:
* electronic energy: -5720.0327 Ha
* lowest unoccupied orbital energy (alpha / beta): -0.447 / -0.631 eV
* maximum force: 0.0191 Eh/bohr
* M: 967.86 g mol⁻¹
* frontier orbital gap (alpha / beta): 6.9 / 7.3 eV
* highest occupied orbital energy (alpha / beta): -7.4 / -7.9 eV
* spin multiplicity: 5

Element x y z (Å)
Os 0.476 1.139 -0.306
C -3.181 -5.713 -4.126
C -2.430 -4.506 -3.625
C -2.168 -4.335 -2.269
C -1.477 -3.222 -1.811
C -1.046 -2.272 -2.725
C -1.294 -2.420 -4.085
C -1.981 -3.537 -4.524
S -0.257 -0.799 -2.173
O -1.322 0.159 -1.887
O 0.718 -0.401 -3.154
N 0.401 -1.070 -0.727
C 1.674 -1.683 -0.626
C 1.978 -2.924 -1.122
C 3.265 -3.481 -0.955
C 4.252 -2.796 -0.315
C 3.988 -1.505 0.197
C 4.979 -0.696 0.794
C 4.651 0.545 1.249
C 3.319 0.978 1.152
N 2.371 0.259 0.595
C 2.692 -0.963 0.072
H -3.538 -6.329 -3.301
H -2.540 -6.331 -4.759
H -4.040 -5.411 -4.727
H -2.512 -5.080 -1.560
H -1.267 -3.087 -0.755
H -0.945 -1.659 -4.775
H -2.180 -3.663 -5.583
H 1.220 -3.478 -1.660
H 3.467 -4.463 -1.364
H 5.244 -3.218 -0.200
H 5.993 -1.071 0.872
H 5.391 1.198 1.695
H 3.018 1.937 1.561
F -3.313 4.027 -5.203
C -2.300 3.831 -4.363
C -2.538 3.608 -3.023
F -3.787 3.604 -2.556
C -1.475 3.386 -2.176
F -1.765 3.176 -0.886
C -0.153 3.347 -2.605
S 1.220 3.014 -1.544
C 0.045 3.605 -3.954
F 1.282 3.616 -4.453
C -1.002 3.840 -4.823
F -0.764 4.068 -6.116
Br -6.114 -0.379 -0.823
C -4.714 0.419 0.162
C -4.934 1.642 0.782
C -3.915 2.217 1.514
C -2.684 1.578 1.616
C -2.478 0.355 0.986
C -3.498 -0.231 0.254
C -1.653 2.190 2.474
O -1.823 2.971 3.346
O -0.337 1.747 2.140
H -5.890 2.138 0.681
H -4.055 3.173 2.003
H -1.532 -0.162 1.076
H -3.335 -1.173 -0.253
C 2.892 0.010 5.144
C 2.198 1.376 5.206
C 1.350 1.468 6.491
C 3.241 2.497 5.194
C 1.266 1.514 4.069
C 0.506 1.624 3.155
H 3.513 -0.126 6.033
H 3.528 -0.063 4.259
H 2.158 -0.796 5.109
H 1.993 1.398 7.373
H 0.621 0.656 6.524
H 0.807 2.414 6.522
H 3.848 2.440 6.102
H 2.762 3.477 5.160
H 3.906 2.402 4.333

> The lowest M belongs to which entry?

C35H24Br2Cl2FeN5O4

> What is the formula in the first record?

C35H17CoF6N10O4S2

> Which of these has the lowest M?

C35H24Br2Cl2FeN5O4

> Which of these has the highest maximum force?

C35H22Br2Cl3HoN6O2S2